Formula: C10H30ClIP3Pb
Source: the OMol25 dataset
Level of theory: ωB97M-V/def2-TZVPD

* orbital gap (alpha / beta): 4.38 / 4.62 eV
* charge: +3
* molecular weight: 612.8 g/mol

CARTESIAN COORDINATES (ANGSTROEM)
C 1.8174 0.8657 0.7182
I -2.4363 -1.1648 -0.8700
H 2.5113 0.9206 -0.1233
H 2.2520 0.2593 1.5165
H 1.6475 1.8683 1.1159
Pb 0.0000 0.0000 0.0000
P 0.8943 -2.1840 0.1403
C 0.4735 -3.0560 1.6893
C 0.3234 -3.3120 -1.1720
H 0.9971 -4.1729 -1.2353
H 3.0247 -3.3460 -0.0362
H 0.3061 -2.7683 -2.1184
H 3.0364 -1.7708 -0.8814
H -0.6170 -3.1075 1.7612
H -0.6926 -3.6368 -0.9364
C 2.7153 -2.2978 0.0211
H 0.8931 -4.0668 1.6958
H 3.1861 -1.8290 0.8882
H 0.8576 -2.4974 2.5474
P -0.9346 2.1074 -0.5306
C -2.0167 2.7844 0.7761
C 0.2616 3.4469 -0.8769
H -1.5159 1.4762 -2.7796
H -2.1116 3.1254 -2.3846
H -2.9550 1.6664 -1.7590
C -1.9869 2.1010 -2.0185
H 0.9881 3.0854 -1.6097
H -0.2600 4.3216 -1.2783
H -2.4388 3.7478 0.4737
H -1.4482 2.9108 1.7017
H 0.7925 3.7323 0.0346
H -2.8226 2.0656 0.9523
Cl 0.9957 0.0715 -2.1995
C -0.7720 -1.0242 4.1412
P -0.7703 -0.1492 2.5243
C -2.5686 -0.4447 2.3445
C 0.1401 1.2629 3.2685
H -1.1958 -2.0438 4.0270
H -1.3728 -0.4724 4.8953
H 0.2662 -1.1289 4.5202
H -3.1031 -0.2430 3.2961
H -3.0444 0.1653 1.5791
H -2.7329 -1.5085 2.0766
H -0.3033 1.5450 4.2459
H 1.1924 0.9656 3.4494
H 0.1623 2.1634 2.6528


Formula: C10H30ClO5
Source: the OMol25 dataset
Level of theory: ωB97M-V/def2-TZVPD

* orbital gap (alpha / beta): 1.65 / 8.84 eV
* charge: -2
* spin multiplicity: 2
* <S²>: 0.750
* molecular weight: 265.8 g/mol

CARTESIAN COORDINATES (ANGSTROEM)
Cl -20.1377 -33.9782 9.3280
C -21.6488 -28.9006 10.6937
C -20.8934 -30.2406 10.6436
O -21.8512 -31.3112 10.5210
H -21.0116 -28.1006 11.0705
H -22.4483 -28.9852 11.4299
H -22.1048 -28.7920 9.7097
H -20.4103 -30.2989 11.6190
H -20.0536 -30.2035 9.9497
H -21.2456 -32.0518 10.4420
C -17.9999 -30.3847 5.8744
C -19.0863 -31.1428 6.6842
O -18.4462 -32.3661 6.9200
H -17.6323 -31.0720 5.1124
H -17.1278 -30.0213 6.4180
H -18.5556 -29.5264 5.4968
H -20.0353 -31.2093 6.1521
H -19.2843 -30.6445 7.6332
H -18.9539 -32.8785 7.5535
C -15.8487 -30.5779 10.9392
C -17.2610 -30.7508 10.3406
O -17.7135 -32.0170 10.7500
H -15.2007 -31.3028 10.4465
H -15.7649 -30.8496 11.9914
H -15.3326 -29.6238 10.8319
H -17.1313 -30.5637 9.2746
H -17.8784 -29.9189 10.6794
H -18.3621 -32.3239 10.1123
C -19.6068 -36.3722 4.6551
C -19.8028 -35.1044 5.4707
O -20.9062 -35.1904 6.2573
H -18.8227 -36.1481 3.9319
H -20.4938 -36.6897 4.1068
H -19.3688 -37.1573 5.3728
H -19.8717 -34.2755 4.7663
H -18.9898 -34.9617 6.1825
H -20.7561 -34.7065 7.0727
C -20.7700 -38.2341 8.3876
C -21.2992 -37.7716 9.7459
O -20.2774 -36.9916 10.3543
H -20.4736 -37.3842 7.7728
H -21.6138 -38.5618 7.7804
H -19.8749 -38.8554 8.4170
H -21.5912 -38.5975 10.3945
H -22.2127 -37.1835 9.6579
H -20.4116 -36.0889 10.0567


Formula: C10H30ClO5S3
Source: the OMol25 dataset
Level of theory: ωB97M-V/def2-TZVPD

* orbital gap: 7.67 eV
* charge: -1
* relative energy (zero: lowest compared OMol25 entry of this formula, charge and spin): 71.0 kJ/mol
* molecular weight: 362.0 g/mol

CARTESIAN COORDINATES (ANGSTROEM)
Cl 9.3937 14.5134 59.7407
C 13.7854 12.6405 62.2322
C 12.3766 13.1283 61.7403
O 12.4447 13.9505 60.6313
H 14.3812 13.4158 62.3545
H 14.1079 12.0146 61.4512
H 13.6735 11.9858 63.1491
H 11.8860 13.6375 62.5921
H 11.9076 12.3152 61.4703
H 11.4581 14.2937 60.3404
C 7.0733 16.8168 57.1094
C 7.0065 17.3340 58.6411
O 6.8684 16.1618 59.4316
H 7.9194 16.1520 56.8887
H 7.5223 17.7459 56.6703
H 6.1288 16.6726 56.7688
H 6.2194 18.0689 58.6594
H 7.9272 17.8697 58.8293
H 7.6571 15.8814 59.6379
C 11.9686 17.4628 57.9924
S 12.7614 17.0521 59.5404
O 13.8284 18.2136 59.5381
C 11.4796 17.7008 60.4963
H 10.9470 16.8749 58.0220
H 12.4845 16.9478 57.2771
H 11.9324 18.4593 57.7251
H 10.5743 16.9510 60.2285
H 11.1227 18.6082 60.5430
H 11.5810 17.5288 61.5664
C 6.6175 13.1704 61.1494
S 8.2404 12.5415 61.3763
O 8.6416 12.8512 62.8190
C 7.7816 10.8425 61.3079
H 5.9440 12.9129 62.1123
H 6.1756 12.6503 60.3336
H 6.9143 14.2626 61.0558
H 7.5204 10.3698 60.3225
H 7.0551 10.5514 61.9259
H 8.5323 10.2551 61.4165
C 6.9383 17.4460 62.1709
S 8.6463 17.4924 61.5445
O 9.2030 18.8596 62.0550
C 9.2813 16.3018 62.6277
H 6.3070 16.6096 61.6775
H 6.4911 18.4238 61.9548
H 6.7859 17.2185 63.2037
H 8.6144 15.3808 62.4113
H 9.3639 16.7372 63.5568
H 10.3268 16.2819 62.4096


Formula: C10H30ClO9S5
Source: the OMol25 dataset
Level of theory: ωB97M-V/def2-TZVPD

* orbital gap: 8.32 eV
* charge: -1
* relative energy (zero: lowest compared OMol25 entry of this formula, charge and spin): 1416.3 kJ/mol
* molecular weight: 490.1 g/mol

CARTESIAN COORDINATES (ANGSTROEM)
Cl -0.1658 0.0550 0.6477
O -0.4644 1.2178 -0.0848
O -1.1796 -0.9415 0.4903
O 1.1041 -0.3876 0.1272
O 0.1152 0.3144 2.0243
C -2.9542 0.0597 1.3983
S -3.7404 0.8882 2.8158
O -4.7386 -0.2080 3.1488
C -2.3710 0.5477 4.0656
H -3.6148 0.0350 0.5315
H -2.6495 -0.9616 1.6270
H -2.0651 0.6382 1.1476
H -2.0342 -0.4697 3.8663
H -2.8366 0.6456 5.0463
H -1.4797 1.1694 3.9814
C 3.3609 0.7118 1.5198
S 2.8813 -0.8694 2.3902
O 4.0764 -1.4353 3.1916
C 1.7613 0.0761 3.5939
H 4.3078 0.6200 0.9879
H 3.5770 1.5675 2.1596
H 2.5247 0.7913 0.8251
H 0.9550 0.6171 3.0986
H 2.5395 0.7496 3.9530
H 1.2724 -0.5491 4.3410
C -0.9529 -3.6000 -1.7925
S -0.4926 -2.3048 -3.0499
O -1.8602 -1.9397 -3.5914
C 0.0633 -0.9473 -1.9293
H -0.8077 -3.3165 -0.7501
H -0.3669 -4.4992 -1.9825
H -2.0001 -3.8959 -1.8552
H 0.7287 -0.3269 -2.5297
H 0.7187 -1.2930 -1.1299
H -0.7295 -0.3585 -1.4680
C -3.1481 3.3444 -3.2197
S -2.0337 3.7499 -1.8276
O -2.7748 4.7049 -0.8652
C -1.9064 2.0190 -1.1820
H -3.5793 4.2565 -3.6324
H -4.0098 2.7199 -2.9839
H -2.5827 2.9265 -4.0526
H -1.6379 1.2585 -1.9152
H -2.8581 1.6937 -0.7620
H -1.2006 2.0070 -0.3514
C 2.7775 -0.6635 -0.3446
S 4.2524 -1.5287 -1.1583
O 3.9674 -3.0176 -0.9506
C 3.7469 -1.1624 -2.9243
H 2.6069 -0.9235 0.7002
H 1.9185 -0.9525 -0.9503
H 2.9331 0.4129 -0.4167
H 4.1668 -0.1857 -3.1650
H 2.7001 -1.1466 -3.2277
H 4.1790 -1.9131 -3.5859


Formula: C10H30F4InN2O13S4
Source: the OMol25 dataset
Level of theory: ωB97M-V/def2-TZVPD

* orbital gap: 1.20 eV
* charge: +1
* relative energy (zero: lowest compared OMol25 entry of this formula, charge and spin): 22.6 kJ/mol
* molecular weight: 705.4 g/mol

CARTESIAN COORDINATES (ANGSTROEM)
In -0.4998 4.1005 -0.3267
N 0.2545 3.7224 -4.8714
S -0.2805 4.1530 -6.1911
O -1.4439 3.4988 -6.8038
O 0.5572 4.9647 -7.0175
F -1.1214 5.2949 -5.3545
S 0.7583 2.2421 -5.6305
O 1.5558 2.3244 -6.8114
O -0.1251 1.0870 -5.4897
F 1.8400 2.0070 -4.5323
N -0.7179 -0.4055 0.4874
S 0.3232 -1.7684 0.4555
O -0.0314 -2.9178 -0.3963
O 1.0191 -1.9904 1.6726
F 1.4746 -1.1378 -0.4403
S -1.7408 -1.2425 1.1901
O -1.5672 -1.7697 2.5586
O -2.7438 -1.8911 0.3061
F -2.5652 0.0440 1.7307
C -7.0294 -3.9371 3.5557
C -8.3799 -3.3050 3.9737
O -9.1413 -3.4690 2.8000
H -6.5997 -3.4513 2.6797
H -7.1616 -4.9738 3.2461
H -6.3102 -3.8672 4.3718
H -8.2720 -2.2342 4.1468
H -8.8124 -3.8206 4.8312
H -9.9722 -3.0702 3.0688
C 6.6817 -4.4924 0.4430
C 6.8908 -5.9005 0.8983
O 7.5735 -6.6676 -0.0535
H 7.6675 -4.0645 0.2608
H 6.1488 -3.9218 1.2036
H 6.0666 -4.4238 -0.4543
H 5.9398 -6.3975 1.0899
H 7.3922 -5.8806 1.8659
H 7.0080 -7.2178 -0.6004
C 6.8223 1.6273 -0.4172
C 5.9350 2.5931 0.5016
O 4.6963 3.0456 -0.1800
H 6.9910 2.0743 -1.3969
H 6.1578 0.7990 -0.6628
H 7.7360 1.3517 0.1095
H 6.4699 3.5311 0.6502
H 5.8192 2.0293 1.4273
H 4.8738 3.4178 -1.0469
C 0.2863 2.2740 5.3395
C 1.6971 2.3537 4.6212
O 1.7693 3.4802 3.8290
H 0.2801 1.4906 6.0974
H -0.4866 2.0325 4.6098
H -0.0106 3.1856 5.8579
H 1.7473 1.5088 3.9344
H 2.4754 2.2304 5.3743
H 2.7005 3.6397 3.6586
C -5.9131 1.6968 -4.5004
C -5.6731 2.5637 -3.2934
O -4.4015 2.1878 -2.8498
H -6.8735 2.0546 -4.8713
H -6.0604 0.6330 -4.3142
H -5.1659 1.7356 -5.2931
H -6.4202 2.4173 -2.5133
H -5.6335 3.5954 -3.6426
H -4.4542 1.2302 -2.8919


Taking the records one at a time from the top gives strongest force on any atom values of 6.4, 2.6, 8.8, 8.4, 12.8 eV/Å.